Molecular formula: C46H60ClFeN6P
Method: DFT, ωB97M-V/def2-TZVPD

Geometry (Å):
Fe1 -4.5913 -20.5498 11.2981
C1 -5.3572 -16.9426 13.3462
C2 -5.5725 -17.9863 14.4867
C3 -4.2986 -18.8044 14.7382
C4 -6.8031 -18.8041 14.2708
C5 -7.5431 -19.0695 15.4036
C6 -8.5514 -20.0316 15.5006
C7 -8.9578 -20.7093 14.3542
C8 -8.2352 -20.5167 13.1810
C9 -8.4689 -21.3662 11.9265
C10 -9.8447 -22.0288 11.9191
C11 -7.5191 -22.6119 11.9468
C12 -7.1027 -19.6335 13.1753
N1 -6.2820 -19.6404 12.0040
C13 -6.6182 -18.8576 10.9649
C14 -6.0322 -19.0787 9.7270
N2 -5.3736 -20.2053 9.4116
C15 -5.2328 -20.6003 8.0714
C16 -6.3437 -20.8597 7.2154
C17 -6.1096 -21.3074 5.8996
C18 -4.8491 -21.4990 5.4438
C19 -3.7442 -21.2449 6.2469
C20 -3.9970 -20.8521 7.6025
C21 -2.7529 -20.6110 8.4761
C22 -1.5868 -21.5670 8.0812
C23 -2.2852 -19.2270 8.2342
C24 -7.7780 -20.7729 7.7082
C25 -8.2991 -22.1054 8.2302
C26 -8.6332 -19.9625 6.7153
H1 -4.6136 -16.2080 13.6388
H2 -6.2292 -16.4258 13.0016
H3 -5.1518 -17.4554 12.3877
H4 -5.7747 -17.3347 15.3293
H5 -3.9587 -19.4189 13.9338
H6 -4.4664 -19.4608 15.6463
H7 -3.3933 -18.1487 15.0205
H8 -7.3774 -18.5481 16.3451
H9 -8.9800 -20.2236 16.5540
H10 -9.8088 -21.3452 14.3787
H11 -8.3743 -20.7533 11.0218
H12 -9.9479 -22.8469 12.6412
H13 -10.0549 -22.3966 10.9018
H14 -10.6982 -21.3657 12.1032
H15 -7.1791 -22.7592 12.9494
H16 -6.6208 -22.4227 11.3356
H17 -7.9846 -23.5190 11.6192
H18 -7.3423 -18.0156 11.0511
H19 -6.3193 -18.4368 8.8697
H20 -6.9484 -21.5213 5.2920
H21 -4.5619 -21.7156 4.4249
H22 -2.7183 -21.2203 5.9184
H23 -2.9453 -20.7875 9.4770
H24 -0.9554 -21.2866 7.2724
H25 -2.0202 -22.5559 7.7242
H26 -0.8944 -21.8963 8.8526
H27 -1.9921 -18.9131 7.2138
H28 -1.4222 -19.0588 8.9401
H29 -3.0505 -18.4364 8.4524
H30 -7.6793 -20.0932 8.5435
H31 -8.3699 -22.8985 7.5135
H32 -9.3202 -21.9519 8.6524
H33 -7.6169 -22.3488 9.0924
H34 -8.9490 -20.5530 5.8581
H35 -8.0635 -19.0786 6.4116
H36 -9.6692 -19.7516 7.1355
Cl1 -2.9096 -25.0771 12.3020
C27 -1.8223 -23.8024 11.7030
C28 -0.5993 -24.1696 11.1101
C29 0.3641 -23.2393 10.8101
C30 0.0983 -21.9018 11.0762
C31 -1.1346 -21.6023 11.6308
C32 -2.1394 -22.4739 12.0052
C33 -3.4817 -21.9907 12.4952
H37 -0.4856 -25.2850 10.9462
H38 1.3065 -23.5551 10.5080
H39 0.8409 -21.1677 10.8989
H40 -1.3356 -20.5591 11.7686
H41 -3.2757 -21.1487 13.0772
H42 -3.9879 -22.7029 13.1074
C34 -6.7822 -25.9657 7.9251
N3 -5.7748 -25.1732 7.0525
C35 -4.6179 -26.1023 6.7460
N4 -4.0238 -26.6039 7.9093
C36 -5.0442 -27.3549 8.6770
N5 -6.1325 -26.4717 9.0994
C37 -5.6946 -25.4130 10.0295
P1 -4.4069 -24.2802 9.3498
C38 -5.2493 -23.9842 7.7631
C39 -3.3047 -25.6179 8.7268
H43 -7.1890 -26.8054 7.4713
H44 -7.6294 -25.3203 8.1964
H45 -6.1415 -24.9091 6.1683
H46 -3.8637 -25.6887 6.0360
H47 -5.0767 -26.9027 6.1851
H48 -4.5425 -27.8317 9.4428
H49 -5.4925 -28.1215 7.9941
H50 -5.2708 -25.7985 10.9486
H51 -6.5373 -24.6896 10.3675
H52 -4.4954 -23.3895 7.2009
H53 -6.0193 -23.2876 7.8911
H54 -2.8837 -26.0679 9.6205
H55 -2.4053 -25.2281 8.2477
N6 -3.1529 -18.9815 11.4545
C40 -2.6647 -17.9440 11.3681
C41 -1.8550 -16.7627 11.3486
C42 -0.9674 -16.4355 12.3639
C43 -0.2325 -15.2680 12.2574
C44 -0.3198 -14.5106 11.1223
C45 -1.1171 -14.8630 9.9848
C46 -1.9057 -15.9783 10.1717
H56 -0.9213 -17.1726 13.1684
H57 0.4791 -15.0486 13.0442
H58 0.2382 -13.5775 11.0414
H59 -1.2061 -14.3886 9.0244
H60 -2.5773 -16.2131 9.3491

Cartesian forces, eV/Å:
0.8 -1.5 0.5
0.3 -1.3 -0.8
0.4 1.8 -1.7
0.7 0.6 2.4
0.1 -1.8 0.2
-1.3 -0.5 1.5
-0.3 0.2 1.2
0.8 0.7 0.2
1.2 0.4 -0.5
-0.7 -1.1 0.9
-1.3 0.5 -0.5
1.0 1.7 -0.7
-0.6 0.0 -0.2
-0.5 0.5 -0.5
-0.2 0.5 0.8
-1.1 0.1 -2.1
0.0 0.0 1.0
-2.1 0.0 0.2
0.1 -0.5 -0.5
-0.7 0.3 2.0
2.9 0.4 -1.0
-1.6 0.8 2.1
3.7 -0.8 -1.5
0.8 -1.1 -3.5
-1.2 -2.5 0.0
0.6 3.0 1.1
0.5 1.2 -0.4
-0.3 1.1 1.7
-1.6 -0.9 0.5
0.3 0.0 -0.2
-1.0 0.6 0.7
0.9 0.2 0.7
0.1 -0.3 0.6
-0.2 -0.4 -0.6
0.2 0.5 -1.0
-1.4 -0.6 -0.4
0.5 0.2 -0.3
0.4 0.3 -2.1
-0.4 -0.6 0.0
0.2 -0.2 0.2
0.2 0.1 -0.2
0.2 -0.3 0.4
0.3 0.3 0.2
0.2 -0.2 0.7
-0.1 -0.2 0.1
-0.5 -0.4 -0.4
0.5 -0.7 0.1
0.2 0.0 0.7
-0.8 -0.1 -0.6
-0.7 -0.3 -0.3
-0.1 -0.4 -0.3
-0.5 -0.2 2.0
0.3 0.9 -0.8
0.3 0.9 0.4
-0.3 0.5 0.5
0.1 -1.0 0.3
-0.6 0.2 -0.8
0.3 -0.8 0.3
-0.4 -0.2 0.6
0.2 -0.5 -0.6
0.7 -0.2 -0.2
-0.7 -0.3 -0.7
0.6 -0.1 -0.5
-0.5 0.0 0.0
1.4 0.3 0.0
0.4 0.2 -0.4
0.4 -0.1 0.3
-1.4 -2.2 0.4
-0.9 0.5 0.6
-0.9 -1.5 0.6
0.7 1.6 -0.2
-1.3 -0.8 -0.7
0.7 -0.5 -1.8
0.3 1.5 0.2
1.5 -0.5 -0.8
0.4 0.7 -0.2
-0.1 0.5 0.3
0.4 1.5 1.5
-0.4 -0.6 0.2
0.4 1.6 2.0
0.9 -0.5 0.6
0.8 -0.5 -1.2
0.1 -0.8 0.5
-0.7 1.0 -2.3
-0.1 0.3 0.3
-0.9 1.5 0.5
0.1 0.2 0.4
1.3 0.7 -0.1
0.2 0.1 0.2
-0.4 -1.3 -1.9
0.5 0.2 -0.1
-0.9 0.5 -0.9
-0.7 0.6 0.7
-0.2 -0.5 -0.1
0.6 -0.9 2.0
0.5 0.5 0.6
-0.2 -0.5 0.1
0.9 -1.5 -0.7
-0.5 -0.9 -0.5
-1.4 0.8 0.3
-0.1 -0.5 0.2
-0.2 0.1 -0.5
-0.4 0.7 -0.4
0.7 -0.5 0.7
-0.2 0.8 -1.4
-0.8 -1.1 0.1
0.3 -0.8 0.5
-0.1 1.4 -2.3
0.2 -1.0 2.5
-0.4 -0.1 -0.4
0.3 0.6 0.1
-0.1 0.3 -0.1
0.1 -0.3 0.2
0.4 0.7 0.1
0.0 -0.4 0.3

Computed properties:
E: -4182.2713 a.u.
Multiplicity: 6
Gap between HOMO and LUMO (spin up / spin down): 0.2492 / 0.2663 hartree
Total charge: +1
LUMO level (spin up / spin down): -0.07982 / -0.08963 hartree
E_HOMO (spin up / spin down): -8.95 / -9.68 eV

Results of the Mulliken charge analysis, in e, for atoms 1 through 4: 1.008 -1.184 0.481 -1.016



Molecular formula: C46H61N4OPSSi4Y
Method: DFT, ωB97M-V/def2-TZVPD

Geometry (Å):
Y1 -0.1883 -0.2769 0.1676
C1 -2.3448 -2.5838 2.9400
Si1 -2.7177 -2.5760 1.1139
C2 -4.4442 -3.2513 0.8946
C3 -1.5100 -3.8165 0.3654
C4 -2.5226 -0.8552 0.4124
Si2 -3.3395 0.4385 1.4647
C5 -2.3236 0.7662 3.0270
C6 -3.4947 2.0487 0.5089
C7 -5.0712 0.0390 2.0306
Si3 -3.1516 -0.8339 -1.3295
C8 -4.9928 -0.5951 -1.5093
C9 -2.6696 -2.3328 -2.3262
C10 -2.2798 0.5562 -2.3092
C11 -2.8898 1.2486 -3.3540
C12 -2.1466 2.1132 -4.1419
C13 -0.7866 2.2530 -3.8930
C14 -0.2354 1.5516 -2.8418
N1 -0.9582 0.7447 -2.0553
H1 -2.5176 -3.5874 3.3476
H2 -2.9650 -1.8796 3.5069
H3 -1.2948 -2.3364 3.1162
H4 -4.5550 -4.1923 1.4458
H5 -4.6737 -3.4539 -0.1588
H6 -5.1944 -2.5479 1.2734
H7 -1.0378 -4.4026 1.1634
H8 -0.7123 -3.3708 -0.2343
H9 -2.0322 -4.5226 -0.2897
H10 -1.3067 0.3549 2.9866
H11 -2.8119 0.3090 3.8936
H12 -2.2441 1.8399 3.2268
H13 -2.6935 2.1944 -0.2177
H14 -3.4997 2.9088 1.1895
H15 -4.4402 2.0639 -0.0465
H16 -5.0834 -0.7616 2.7807
H17 -5.7088 -0.2690 1.1950
H18 -5.5198 0.9303 2.4863
H19 -5.5197 -1.2844 -0.8403
H20 -5.3246 -0.8089 -2.5323
H21 -5.3056 0.4235 -1.2534
H22 -3.1030 -3.2517 -1.9149
H23 -1.5836 -2.4585 -2.3712
H24 -3.0379 -2.2196 -3.3524
H25 -3.9466 1.0975 -3.5471
H26 -2.6148 2.6622 -4.9505
H27 -0.1626 2.8947 -4.5010
H28 0.8222 1.6260 -2.6124
C15 3.3094 -4.0072 -3.0631
Si4 4.2106 -2.3953 -3.1989
C16 3.9958 -1.7046 -4.9124
C17 6.0176 -2.6788 -2.8452
C18 3.6667 -0.9839 -2.0501
C19 4.5782 0.0491 -1.8738
C20 4.2560 1.2122 -1.1749
C21 2.9992 1.3004 -0.6383
N2 2.1004 0.3098 -0.7435
C22 2.3995 -0.8067 -1.4483
S1 1.0951 -1.9721 -1.5397
H29 3.8411 -4.7434 -3.6775
H30 2.2827 -3.9250 -3.4260
H31 3.2729 -4.3782 -2.0327
H32 4.4111 -2.3827 -5.6678
H33 4.4966 -0.7356 -5.0139
H34 2.9318 -1.5634 -5.1357
H35 6.3684 -3.5566 -3.3994
H36 6.1959 -2.8588 -1.7783
H37 6.6373 -1.8296 -3.1546
H38 5.5756 -0.0426 -2.2956
H39 4.9635 2.0219 -1.0612
H40 2.6670 2.1886 -0.1110
N3 -1.1658 7.2919 1.5881
C23 -0.9775 6.2252 2.4043
O1 -1.1014 6.2750 3.6092
C24 -0.6100 4.9124 1.7404
C25 -0.1205 3.9062 2.5546
C26 0.1708 2.6765 1.9986
N4 0.0065 2.3947 0.6935
C27 -0.4640 3.3799 -0.0827
C28 -0.7753 4.6383 0.3922
H41 -1.3976 8.1737 2.0135
H42 -0.9495 7.2755 0.6097
H43 0.0135 4.0883 3.6136
H44 0.5460 1.8866 2.6287
H45 -0.5930 3.1524 -1.1318
H46 -1.1735 5.3649 -0.3044
C29 0.9055 -3.5048 6.6412
C30 2.0678 -3.6462 5.8921
C31 2.2649 -2.8864 4.7466
C32 1.2905 -1.9776 4.3396
C33 0.1288 -1.8357 5.1003
C34 -0.0622 -2.5911 6.2495
P1 1.5053 -0.9083 2.8692
C35 2.8126 -1.8137 1.9540
C36 2.3571 -2.9126 1.2264
C37 3.2452 -3.7405 0.5528
C38 4.6044 -3.4653 0.5875
C39 5.0716 -2.3731 1.3100
C40 4.1843 -1.5572 2.0008
C41 2.3149 0.5837 3.5599
C42 1.9747 1.0366 4.8343
C43 2.4634 2.2508 5.3045
C44 3.2979 3.0246 4.5107
C45 3.6421 2.5813 3.2395
C46 3.1462 1.3750 2.7656
H47 0.7558 -4.1073 7.5290
H48 2.8278 -4.3555 6.1971
H49 3.1797 -3.0084 4.1805
H50 -0.6348 -1.1243 4.8000
H51 -0.9676 -2.4695 6.8321
H52 1.2962 -3.1390 1.1921
H53 2.8694 -4.5940 -0.0013
H54 5.3019 -4.1094 0.0622
H55 6.1335 -2.1588 1.3454
H56 4.5720 -0.7388 2.5899
H57 1.3303 0.4421 5.4702
H58 2.1925 2.5873 6.2975
H59 3.6847 3.9654 4.8821
H60 4.2975 3.1772 2.6146
H61 3.4066 1.0495 1.7692

Cartesian forces, eV/Å:
0.5 0.7 -0.8
-0.1 0.0 0.3
0.0 0.1 0.0
-0.3 -0.1 -0.1
0.1 -0.2 0.0
0.3 0.0 -0.3
0.1 -0.1 -0.1
0.1 0.1 0.2
-0.1 0.2 -0.1
-0.2 -0.1 0.2
0.0 0.0 0.3
-0.3 0.1 -0.1
0.0 -0.3 -0.1
0.2 0.1 -0.1
0.1 0.0 0.0
0.0 0.0 0.0
-0.1 0.1 -0.1
0.0 -0.2 0.0
-0.2 -0.2 0.6
0.0 0.1 0.0
0.1 -0.1 0.0
-0.1 0.0 0.0
0.0 0.1 -0.1
0.0 0.0 0.2
0.1 -0.2 -0.1
0.0 0.0 -0.1
0.0 -0.1 0.0
0.1 0.1 0.1
0.0 0.0 0.0
0.1 0.0 -0.1
0.0 -0.1 0.0
-0.1 0.0 0.0
0.0 -0.1 -0.1
0.1 0.0 0.1
0.0 0.1 -0.1
0.1 0.1 0.2
0.0 -0.1 0.0
0.1 0.1 -0.1
0.0 0.0 0.1
0.0 -0.2 0.0
0.1 0.1 -0.1
-0.1 0.0 0.0
0.0 0.0 0.1
0.1 0.0 0.0
0.0 0.0 0.0
0.0 0.0 0.0
0.0 0.0 0.0
-0.2 -0.3 0.2
0.0 0.1 0.0
0.0 0.0 -0.3
0.3 0.0 0.1
-0.2 0.0 0.1
0.1 -0.1 0.0
0.1 0.0 -0.1
-0.2 0.0 0.0
-0.2 0.0 0.1
0.1 0.1 0.1
-0.2 0.2 0.1
-0.1 0.1 0.1
0.1 -0.1 0.0
0.0 0.0 -0.3
-0.1 0.1 0.1
-0.1 -0.1 0.0
0.1 0.0 0.0
0.0 0.1 0.1
0.0 0.0 -0.2
0.0 -0.1 0.0
-0.1 0.0 0.0
0.0 0.0 0.0
0.0 0.0 0.0
0.0 -0.1 0.1
0.0 0.0 0.0
0.0 0.0 -0.1
0.0 0.2 0.1
0.1 0.0 0.1
-0.1 0.1 -0.2
-0.3 -0.4 0.3
0.2 -0.1 -0.1
0.0 0.1 -0.1
0.0 0.0 0.0
0.0 0.0 0.0
0.0 0.0 -0.1
0.0 -0.1 0.0
-0.1 0.0 0.1
0.0 0.0 0.0
0.1 0.0 0.0
0.0 0.0 0.0
0.0 0.0 0.1
-0.3 0.2 0.0
0.0 0.1 0.1
0.0 0.0 0.0
0.6 -0.2 -0.2
-0.1 0.0 0.0
0.1 0.0 0.1
0.0 0.0 0.1
0.0 0.0 0.0
0.0 0.1 0.0
0.0 -0.1 -0.1
0.0 0.0 0.1
0.0 0.0 0.0
0.0 0.0 0.0
0.0 0.0 0.0
0.0 0.0 0.0
0.0 0.0 0.0
0.0 0.0 0.0
0.0 0.0 0.0
0.0 0.0 0.0
0.1 -0.1 0.0
0.0 0.0 0.0
0.0 -0.1 0.0
0.0 0.1 0.1
-0.1 0.1 0.0
0.0 0.0 0.0
0.0 0.0 0.0
0.0 0.0 0.0
0.0 0.0 0.0
0.0 0.0 0.0
0.0 0.0 0.0
0.0 0.0 0.0

Computed properties:
E: -4019.6971 a.u.
Gap between HOMO and LUMO: 0.2760 hartree
Total charge: +1
LUMO level: -0.09918 hartree
Relative energy (zero: lowest compared OMol25 entry of this formula, charge and spin): 26.03 kJ/mol
E_HOMO: -10.21 eV

Results of the Mulliken charge analysis, in e, for atoms 1 through 4: -1.074 -1.087 -0.266 -0.958



- Among the records above, which one has the highest E?
  C46H61N4OPSSi4Y



- Among the records above, which one has the highest E?
  C46H61N4OPSSi4Y



- What is the formula in the first record?
  C46H60ClFeN6P



- Number 2 is which compound?
  C46H61N4OPSSi4Y